# 1
The following is a DFT calculation (wB97M-V/def2-TZVPD) of C25H23O3Tm as an isolated structure at a distorted geometry.

```
52
Properties=species:S:1:pos:R:3:forces:R:3:lowdin_charge:R:1
Tm -0.007358 -0.088922 -0.097182 0.014 -0.162 -0.392 1.58
O -2.457842 -0.468948 -3.023109 -0.313 0.201 -1.228 -0.10
O 2.741860 -0.390288 1.568336 2.133 0.399 1.178 -0.20
O 3.262192 -1.718828 3.278502 0.576 1.122 -0.115 -0.03
C 6.866896 1.728533 3.635820 -0.431 -0.276 -0.155 -0.10
C -0.475396 -2.151604 1.059349 -0.325 0.895 1.274 -0.20
C -3.015826 0.079679 -4.278810 1.627 -0.979 0.225 -0.21
C 0.657537 2.308838 -0.176575 0.786 -0.390 -0.780 -0.19
C -1.849693 -0.906721 -4.258074 -1.287 1.353 -0.203 -0.09
C 2.257265 0.663497 -0.682949 -0.536 0.909 -0.444 -0.18
C -6.247015 -1.913539 -4.602912 0.051 0.279 -0.277 -0.08
C -4.976729 -1.511921 -4.162709 0.002 0.645 -0.297 -0.03
C 5.511056 -0.275403 3.878241 0.552 0.464 0.339 -0.03
C -5.049977 0.351242 -5.754466 0.642 -0.466 0.844 -0.04
C -0.104352 -0.228535 2.380122 0.060 -1.099 -0.393 -0.16
C -4.361919 -0.361631 -4.723545 -1.367 -0.520 -0.281 -0.18
C 1.420932 0.828723 -1.846181 0.131 0.943 0.786 -0.21
C 6.071283 2.124274 2.542957 0.223 -0.212 0.176 -0.09
C 5.006179 1.324700 2.121117 0.036 -0.304 0.475 -0.03
C 0.488290 -1.447413 1.871073 -1.135 -1.053 0.532 -0.18
C 6.575891 0.521152 4.298769 0.217 0.396 -0.361 -0.09
C 1.784818 1.584190 0.341169 -0.294 0.381 -0.862 -0.19
C -6.310654 -0.068292 -6.195930 0.192 -0.256 0.281 -0.09
C 4.717458 0.135666 2.812786 -0.086 0.191 0.541 -0.13
C -1.700095 -1.379350 1.106066 0.119 0.481 0.148 -0.22
C 3.489914 -0.701491 2.575819 -1.513 -1.700 -1.557 -0.57
C 0.439707 1.855118 -1.534502 0.222 -0.062 0.028 -0.22
C -6.915514 -1.203420 -5.619089 0.472 0.224 0.111 -0.09
C -1.459198 -0.185502 1.907050 0.081 -0.819 -0.213 -0.20
H -4.470991 -2.059790 -3.353912 -0.251 0.312 -0.451 0.12
H 0.417221 0.520801 3.004278 -0.463 -0.690 -0.505 0.13
H -2.771331 1.133035 -4.497609 -0.037 -0.559 0.414 0.15
H -0.356086 2.203833 -2.204041 0.404 -0.151 0.290 0.10
H -6.720849 -2.789793 -4.144644 0.198 0.392 -0.236 0.11
H -0.866658 -0.465357 -4.448935 -0.167 -0.440 0.087 0.11
H 5.267104 -1.200624 4.404945 -0.039 0.341 -0.285 0.12
H 7.700150 2.359068 3.965918 -0.357 -0.269 -0.122 0.10
H -2.612915 -1.593032 0.530388 0.400 0.104 0.466 0.10
H -2.063352 -1.931107 -4.603290 0.214 0.486 0.435 0.12
H -0.263492 -3.090752 0.520394 -0.353 0.567 0.438 0.12
H 3.035111 -0.109908 -0.587708 -0.478 0.782 0.159 0.12
H -4.549578 1.233121 -6.185510 -0.425 -0.435 0.159 0.11
H 1.502888 0.216265 -2.760863 -0.095 0.624 0.475 0.11
H -6.815318 0.499382 -6.989074 0.200 -0.344 0.411 0.11
H 1.491739 -1.840418 2.056275 -0.671 0.429 0.162 0.09
H -2.160699 0.638983 2.109959 0.281 -0.656 -0.184 0.11
H 0.103354 3.076150 0.394486 0.333 -0.556 -0.634 0.12
H 4.376346 1.623102 1.283464 0.182 -0.098 0.220 0.09
H 6.279821 3.060826 2.016764 -0.009 -0.325 0.215 0.10
H 2.153026 1.721801 1.366262 -0.069 -0.337 -0.896 0.11
H 7.182786 0.202517 5.146384 -0.094 0.122 -0.197 0.10
H -7.904633 -1.524214 -5.965150 0.444 0.115 0.201 0.10
```
Forces are in eV/Å.

The multiplicity is 3. The total energy is -2277.25305 a.u. For the LUMO energy (alpha / beta), the calculation gives -0.684 / -0.635 eV. The expectation value of S² is 2.003. The orbital gap (alpha / beta) comes out at 7.106 / 7.155 eV.

# 2
The following is a DFT calculation (wB97M-V/def2-TZVPD) of C25H24AgN4O2S2 as an isolated structure at a distorted geometry.

```
58
Properties=species:S:1:pos:R:3:forces:R:3:lowdin_charge:R:1
Ag -1.548251 -0.532751 0.441154 -0.331 -0.573 -0.655 0.68
S 1.468177 1.004173 -0.446722 0.417 -0.537 -1.094 1.01
S -2.502118 -5.077718 -0.334724 0.127 0.636 -0.004 0.92
O -4.260706 1.139711 -0.160780 0.513 0.091 0.211 -0.22
O 0.594914 1.417190 2.192466 -0.171 0.469 0.255 -0.16
N 0.946296 -0.403995 -0.005806 0.164 0.305 0.628 -0.36
N -0.739487 1.248511 1.742798 -0.078 -0.143 0.390 -0.06
N -3.069234 1.207302 0.307167 -0.478 0.120 -0.172 -0.20
N -1.582559 -2.281529 2.400896 -0.100 -0.406 -0.069 0.08
C 4.033544 1.573817 -1.515582 -0.209 -0.022 0.201 -0.09
C -2.109555 -4.603255 2.664387 -0.011 0.160 -0.128 -0.06
C 1.186362 0.525082 -4.489454 0.048 -0.051 -0.054 -0.08
C -1.928426 -4.511848 4.023633 0.049 0.189 0.107 -0.10
C 3.890476 -0.050681 0.262199 -0.445 0.128 -0.053 -0.09
C -3.763801 3.302790 1.388299 0.113 -0.393 -0.137 -0.07
C -1.401962 -2.215409 3.706974 0.024 -0.041 0.288 -0.16
C 3.274799 0.830691 -0.618947 0.046 0.300 0.077 -0.36
C 0.286323 1.522895 -4.834595 -0.011 0.090 0.123 -0.08
C -0.190138 2.387537 -3.860787 -0.042 0.038 -0.317 -0.07
C -2.752686 2.228622 1.075877 -0.921 0.465 -0.192 -0.36
C -1.876875 -2.504613 -0.469656 0.038 0.024 0.656 -0.24
C 6.021413 0.512045 -0.675043 -0.107 -0.026 0.063 -0.09
C -2.088201 -2.998692 -1.789743 -0.023 -0.126 -0.109 -0.25
C 1.111825 1.246080 -2.208594 -0.067 0.039 0.175 -0.38
C -2.418786 -4.314601 -1.868044 -0.021 -0.311 0.077 -0.48
C 0.216990 2.248821 -2.547140 0.173 -0.109 0.273 -0.08
C -2.071016 -3.517800 0.435518 -0.140 -0.428 -1.353 -0.53
C -1.926074 -3.466296 1.855936 0.177 0.161 0.976 -0.32
C 5.403965 1.401171 -1.545824 0.279 -0.033 0.040 -0.09
C -1.556294 -3.287159 4.572410 -0.023 -0.154 0.068 -0.10
C 5.259669 -0.210124 0.236870 0.409 0.114 -0.180 -0.08
C -0.861834 3.694843 1.890500 0.194 -0.222 -0.007 -0.03
C -1.419869 2.330818 1.578883 0.983 0.008 0.300 -0.34
C 1.596575 0.381817 -3.177820 0.004 -0.055 0.061 -0.09
H -1.321363 4.451473 1.258299 -0.059 0.016 0.034 0.07
H 7.094024 0.390095 -0.701472 0.097 -0.023 -0.012 0.10
H 2.288626 -0.402775 -2.905788 0.059 -0.078 0.018 0.12
H 1.255706 -1.169828 -0.595637 -0.005 -0.016 -0.179 0.01
H -2.074324 -5.378059 4.656217 0.005 -0.044 0.024 0.10
H 1.571286 -0.143448 -5.244944 -0.004 -0.093 -0.072 0.10
H -3.794960 4.072976 0.614208 -0.079 0.142 -0.028 0.07
H 0.214587 3.682866 1.728071 0.035 0.064 0.050 0.07
H 5.738708 -0.890902 0.927405 0.008 -0.035 0.009 0.10
H 3.272659 -0.600825 0.958442 -0.038 -0.081 0.007 0.10
H -1.999321 -2.386190 -2.675659 -0.017 0.071 -0.087 0.07
H 3.554037 2.277225 -2.181493 -0.015 0.008 -0.072 0.11
H -1.042463 3.949940 2.935028 0.009 0.077 0.057 0.08
H -1.396919 -3.172678 5.636756 0.002 0.044 -0.016 0.08
H -4.741856 2.823260 1.402624 -0.062 0.045 -0.005 0.06
H -2.395567 -5.533139 2.195269 -0.009 -0.105 0.073 0.07
H -3.570386 3.767510 2.353089 0.028 0.127 0.064 0.06
H -0.881983 3.171586 -4.126843 -0.125 0.048 -0.009 0.10
H -0.165295 2.899677 -1.775915 -0.113 0.084 0.101 0.11
H -1.113495 -1.243667 4.092040 -0.007 0.116 0.014 0.10
H 0.952721 0.526390 2.075751 -0.267 -0.097 -0.075 0.04
H -2.621147 -4.902492 -2.745257 -0.043 -0.050 -0.228 0.04
H 6.000085 1.966321 -2.248845 0.035 0.032 -0.046 0.10
H -0.046817 1.617239 -5.858053 -0.014 0.043 -0.062 0.10
```
Forces are in eV/Å.

The multiplicity is 1. The total energy is -2279.74818 a.u. Its total charge is -1. For the LUMO energy, the calculation gives 2.300 eV. The orbital gap comes out at 5.412 eV.

# 3
The following is a DFT calculation (wB97M-V/def2-TZVPD) of C25H24AsFeN4O11S2 as an isolated structure at a distorted geometry.

```
68
Properties=species:S:1:pos:R:3:forces:R:3:lowdin_charge:R:1
As -2.513869 -1.860589 -2.187153 -0.379 -0.276 0.039 0.94
Fe -1.422643 -0.052864 -0.667691 0.629 0.798 -1.550 0.40
S -2.438441 -2.032952 1.538694 -0.064 -0.267 0.318 0.81
S 4.346027 -0.187504 6.234106 -0.159 0.027 -0.033 0.39
O 4.412492 -1.641141 6.223247 -0.005 -0.008 -0.009 -0.38
O 4.898769 2.626202 -0.625037 -0.007 -0.004 -0.044 -0.06
O 4.146643 0.403069 7.550066 0.046 0.000 -0.024 -0.37
O -2.995111 -2.072992 -3.882853 0.033 0.036 0.130 -0.24
O 5.381749 0.468985 5.442860 0.023 0.006 -0.009 -0.38
O -3.871096 -2.543896 0.624592 0.005 0.254 -0.072 -0.27
O -0.891147 -1.482192 -2.165295 -0.091 0.091 0.293 -0.44
O -2.813760 -0.660747 1.880731 -0.036 -0.168 -0.036 -0.47
O -1.410634 -2.047888 0.453677 -0.113 1.083 -0.075 -0.50
O -3.237980 -0.508391 -1.515113 0.084 0.050 0.173 -0.46
O 0.433531 4.277917 -5.918064 0.016 0.005 0.014 -0.05
N -0.352067 1.242401 2.835760 -0.440 0.036 0.059 0.10
N -1.046356 1.252668 -2.271053 0.407 -0.489 0.552 0.05
N -3.089216 2.371900 0.625415 0.238 0.263 -0.101 0.19
N 0.509034 0.356151 -0.309719 -0.420 0.024 0.043 0.06
C 3.053149 1.329778 0.171384 0.026 0.070 -0.061 -0.16
C 4.403202 1.903449 0.491804 -0.008 -0.032 0.066 -0.19
C 0.263126 1.517922 -2.372457 0.015 0.091 -0.103 -0.16
C -3.569363 -5.864108 -1.856233 -0.007 -0.011 0.023 -0.10
C 0.807096 2.022901 -3.545818 -0.033 0.086 -0.009 0.06
C 0.605588 0.892632 3.796293 0.239 -0.008 -0.190 -0.35
C -4.256575 -4.832098 0.205666 0.022 0.039 0.031 -0.01
C 1.086192 1.189530 -1.186087 0.086 0.007 0.158 -0.17
C -4.168480 -5.947785 -0.604647 0.013 -0.005 -0.030 -0.08
C 2.834162 0.206470 5.337918 0.236 -0.106 0.153 -0.28
C -3.075132 -4.646553 -2.287546 -0.014 0.004 -0.051 -0.09
C 2.468243 0.422636 1.037595 -0.046 0.004 0.028 0.03
C 1.190291 -0.030702 0.761499 0.113 -0.161 -0.034 -0.07
C 2.006268 -0.781130 4.833555 -0.007 0.066 -0.039 -0.06
C -1.377221 2.002746 -4.497595 0.032 -0.003 0.048 0.00
C -0.019728 2.272408 -4.629990 -0.002 0.000 0.004 -0.18
C 1.410641 1.882185 4.363803 0.106 0.026 -0.046 -0.05
C -3.751233 -3.596475 -0.209615 0.068 -0.179 0.041 -0.37
C 2.518621 1.539867 5.120677 -0.123 0.027 -0.084 -0.07
C -1.846777 1.487118 -3.302086 -0.188 0.048 -0.005 -0.09
C 0.519713 2.857997 -5.908212 0.009 -0.011 0.003 -0.21
C 2.352380 1.706989 -0.970325 -0.006 -0.050 -0.062 0.06
C -2.249864 1.671598 0.247607 -0.250 -1.473 0.187 -0.01
C -3.165323 -3.515316 -1.481005 0.047 0.161 -0.042 -0.20
C 0.897187 -0.444031 4.064633 -0.108 0.031 0.007 -0.06
H -3.871603 2.899061 0.944010 0.020 0.007 0.044 0.10
H -4.563831 -6.893737 -0.255716 -0.001 0.001 0.003 0.10
H 2.797510 2.404183 -1.664200 0.006 0.001 0.012 0.11
H 3.164719 2.304053 5.533831 -0.010 0.009 0.011 0.11
H -0.459004 4.531477 -5.661069 -0.002 -0.001 -0.006 0.09
H 1.871809 2.197356 -3.621642 -0.008 0.003 0.001 0.13
H -2.885134 1.217249 -3.146921 0.012 -0.020 -0.004 0.11
H 0.262728 -1.222816 3.651581 -0.002 0.004 0.005 0.10
H 0.701576 -0.747504 1.400478 -0.050 0.005 0.054 0.10
H -0.656773 2.202654 2.874617 0.023 0.007 0.104 0.08
H 1.577766 2.623261 -6.015168 -0.003 -0.006 -0.007 0.12
H 2.259122 -1.815453 5.027396 -0.002 0.000 0.007 0.11
H -2.447487 -1.481414 -4.413310 0.044 -0.033 -0.003 0.03
H 4.298190 2.555614 1.366020 0.013 -0.018 0.011 0.14
H 5.078238 1.089625 0.771793 -0.004 -0.001 -0.003 0.14
H 5.784160 2.933719 -0.414879 -0.007 0.011 0.023 0.09
H -0.012148 2.430248 -6.764830 -0.012 0.013 0.002 0.12
H -1.141972 0.615935 2.730918 0.012 -0.066 0.056 0.05
H 2.967636 0.090913 1.940519 0.001 -0.002 0.007 0.13
H 1.185739 2.926130 4.165758 -0.003 0.001 0.003 0.10
H -3.494244 -6.736849 -2.491114 -0.001 -0.001 0.002 0.10
H -4.711553 -4.884262 1.186157 0.002 0.008 -0.001 0.12
H -2.059980 2.165092 -5.322842 -0.010 -0.009 0.010 0.12
H -2.627555 -4.560703 -3.269374 -0.004 0.001 0.008 0.10
```
Forces are in eV/Å.

The multiplicity is 1. The total energy is -6309.71227 a.u. Its total charge is -1. For the LUMO energy (alpha / beta), the calculation gives 1.199 / 1.202 eV. The orbital gap (alpha / beta) comes out at 6.301 / 6.303 eV.